Entry 1:
Density functional theory data (wB97M-V/def2-TZVPD) for C33H66AlF5O15PS7 as an isolated structure in a non-equilibrium geometry.

Each line ends with the Löwdin charge.
CARTESIAN COORDINATES (ANGSTROEM)
1 H -5.431 -4.502 -6.579  0.12
2 C -0.443 1.043 2.912  -0.13
3 H 6.274 -0.222 2.489  0.05
4 O -2.930 -5.137 2.106  -0.33
5 H -5.328 -5.359 -8.110  0.11
6 H 0.317 9.895 -2.900  0.11
7 H -1.529 -9.788 -3.778  0.12
8 H -2.925 -4.849 -8.293  0.12
9 H 1.069 0.069 4.664  0.05
10 H 0.673 2.836 3.483  0.07
11 H -2.791 -3.196 -1.703  0.12
12 H 4.543 1.641 -0.198  0.01
13 H -3.872 -11.078 -3.560  0.11
14 H 3.905 -0.709 5.506  0.05
15 H 2.163 11.160 -6.037  0.12
16 H -3.135 -3.643 -5.483  0.11
17 H 0.220 0.530 2.218  0.03
18 H 3.042 6.560 1.970  0.12
19 H -3.239 -2.840 3.395  0.05
20 C 2.940 8.715 1.762  -0.20
21 H 3.889 11.918 -4.468  0.11
22 C -3.980 -3.828 5.217  -0.21
23 C -1.775 -10.432 -5.826  -0.21
24 H -0.900 -5.464 -0.923  0.12
25 H 4.015 8.797 1.611  0.11
26 H -0.540 -4.414 1.173  0.11
27 C 0.303 1.905 3.912  -0.34
28 C -1.177 -4.408 -0.926  -0.21
29 F 2.933 3.621 6.124  0.10
30 C 2.864 11.846 -4.115  -0.23
31 S 0.700 7.783 0.666  0.66
32 F 5.432 4.413 6.680  0.16
33 C 3.608 4.241 5.137  -0.50
34 H -1.867 -9.377 -6.076  0.08
35 H -1.001 -2.810 0.557  0.11
36 C 2.565 7.405 2.470  -0.22
37 O 5.736 2.932 4.209  -0.40
38 C 4.189 -0.571 4.462  -0.24
39 C -3.541 -4.781 -0.448  -0.23
40 H 2.585 2.594 -0.055  0.01
41 H 0.544 7.999 3.009  0.11
42 H -0.432 -3.877 -1.516  0.12
43 C -2.688 -2.433 6.748  -0.23
44 H 6.128 -1.317 4.998  0.09
45 P 2.932 0.616 1.351  0.76
46 H -5.120 -6.687 -5.716  0.11
47 C 4.632 0.909 0.598  -0.38
48 C -1.888 -11.917 -3.851  -0.22
49 H -1.731 -12.022 -2.779  0.11
50 S -2.776 -1.454 5.250  0.67
51 F 2.781 5.098 4.491  0.08
52 S -2.899 -4.117 1.084  0.67
53 C -3.372 -11.814 -4.189  -0.23
54 C -1.214 -3.876 0.512  -0.20
55 O 0.756 6.621 -0.185  -0.32
56 O -3.551 -0.269 5.524  -0.32
57 H 0.911 9.115 -4.385  0.11
58 H -2.699 -4.796 -2.451  0.07
59 O -3.101 -5.935 -4.161  -0.33
60 S 4.318 3.039 3.862  0.67
61 H -3.702 -3.325 -7.862  0.12
62 O 4.121 3.749 2.602  -0.40
63 C 5.709 -0.573 4.315  -0.35
64 H 1.647 2.759 1.393  0.00
65 C 2.191 8.752 0.424  -0.24
66 C 1.951 2.047 0.637  -0.37
67 S -3.400 -11.195 -5.868  0.66
68 H -4.924 -4.322 4.996  0.11
69 C -3.914 -3.339 6.674  -0.23
70 H 6.170 0.375 4.583  0.08
71 H -1.166 1.627 2.344  0.07
72 H -4.717 -2.118 4.076  0.11
73 C 1.408 1.107 4.631  -0.26
74 H 2.763 8.285 -0.373  0.10
75 C 4.692 5.119 5.809  -0.54
76 C -2.691 -4.318 -6.215  -0.23
77 H -4.162 -7.211 -7.120  0.10
78 C 1.827 11.820 -5.234  -0.22
79 C -3.775 -2.607 4.314  -0.22
80 O 6.100 -1.007 3.010  -0.09
81 C 1.048 7.291 2.351  -0.22
82 S -2.851 -5.983 -5.582  0.68
83 S 2.637 10.284 -3.269  0.67
84 H 2.629 9.562 2.379  0.11
85 H 5.327 1.340 1.312  0.00
86 H 5.013 -0.008 0.163  0.01
87 H -4.570 -4.454 -0.580  0.11
88 C 0.544 11.260 -4.603  -0.21
89 H -0.433 2.207 4.663  0.09
90 H -3.184 -4.553 5.040  0.11
91 F 5.477 5.725 4.896  0.15
92 H 0.104 12.012 -3.945  0.12
93 H 0.671 6.285 2.524  0.11
94 C -4.777 -5.113 -7.204  -0.21
95 O -3.361 -12.317 -6.772  -0.32
96 C -1.244 -10.637 -4.402  -0.21
97 O -4.414 -10.174 -5.980  -0.34
98 H -0.201 11.009 -5.357  0.11
99 O 3.471 9.295 -3.899  -0.31
100 C -4.374 -6.385 -6.445  -0.21
101 H 1.530 1.417 5.668  0.04
102 H 1.912 9.754 0.137  0.07
103 O -1.785 -6.786 -6.131  -0.32
104 H -3.840 -4.168 7.378  0.11
105 H -2.678 -1.772 7.612  0.10
106 F 4.069 6.105 6.517  0.13
107 O -3.505 -2.825 1.284  -0.32
108 O -0.452 8.660 0.645  -0.35
109 H 1.672 12.812 -5.656  0.11
110 H 2.656 12.640 -3.400  0.11
111 H 1.101 1.680 0.074  0.01
112 H -4.815 -2.770 6.917  0.11
113 C -2.586 -4.253 -1.513  -0.22
114 O 2.676 10.497 -1.844  -0.33
115 H -1.638 -4.083 -6.352  0.11
116 H -1.151 -10.935 -6.562  0.11
117 O -1.469 -1.376 4.649  -0.32
118 H -3.898 -12.764 -4.147  0.11
119 H 2.883 7.399 3.510  0.11
120 Al 3.179 0.976 3.668  0.20
121 H -0.157 -10.697 -4.395  0.11
122 H -0.993 0.278 3.456  0.03
123 C -3.491 -4.334 -7.513  -0.22
124 H 3.833 -1.455 3.930  0.05
125 H -1.766 -3.012 6.709  0.11
126 H -3.498 -5.868 -0.380  0.11
127 C 0.935 10.022 -3.785  -0.21
128 H -1.455 -12.791 -4.342  0.12

The HOMO energy comes out at -4.2 eV. The value obtained for the energy above the lowest of the compared OMol25 structures with the same formula, charge and spin is 18.2 kcal per mole. As for the net charge: -1.

***

Entry 2:
Density functional theory data (wB97M-V/def2-TZVPD) for one molecule with the formula C15H22ClNO4S2.

Each line ends with the Löwdin charge.
CARTESIAN COORDINATES (ANGSTROEM)
1 H -0.303 -3.199 -0.595  0.04
2 O 0.448 -0.422 0.981  -0.31
3 H 5.603 -0.165 -2.009  0.11
4 H 5.140 0.728 2.149  0.11
5 C 5.503 0.308 0.079  -0.66
6 C -2.625 3.052 0.770  -0.23
7 H -2.027 3.089 -1.306  0.07
8 S 1.013 -0.176 -0.324  0.70
9 H -1.552 -0.518 0.846  0.10
10 H 3.133 -0.471 -2.204  0.12
11 H 0.015 2.036 1.116  0.07
12 H -0.021 -4.488 0.566  0.07
13 H -2.369 4.681 -0.611  0.08
14 H -1.853 -1.741 -1.293  0.11
15 H -1.252 -4.688 -0.682  0.07
16 O 0.720 -1.130 -1.359  -0.31
17 C -1.828 -3.374 0.935  -0.26
18 C 4.697 0.475 1.198  -0.08
19 H -3.803 -2.514 0.925  0.11
20 C -2.852 0.813 0.053  -0.58
21 C 0.473 1.471 -0.897  -0.26
22 H 2.672 0.414 1.925  0.12
23 H -3.444 -3.528 -0.476  0.11
24 H 1.119 1.745 -1.728  0.11
25 O -3.689 1.144 -0.752  0.09
26 C -3.030 -2.776 0.199  -0.19
27 H -3.708 3.123 0.614  0.13
28 H -2.350 3.543 1.706  0.13
29 O -2.266 1.690 0.930  -0.03
30 C 4.959 -0.030 -1.155  -0.08
31 H -1.352 -2.609 1.551  0.09
32 N -2.354 -0.415 0.236  0.10
33 C 3.590 -0.192 -1.267  -0.05
34 H 1.580 2.646 0.526  0.07
35 C -2.691 -1.532 -0.620  -0.17
36 H -0.544 1.327 -1.258  0.09
37 S -0.161 4.080 -0.139  0.87
38 C -1.925 3.707 -0.414  -0.44
39 C 0.545 2.439 0.253  -0.52
40 H -2.194 -4.156 1.605  0.10
41 H -3.554 -1.222 -1.214  0.12
42 C 3.329 0.310 1.076  -0.05
43 Cl 7.205 0.515 0.223  0.70
44 C -0.789 -3.972 -0.006  -0.10
45 C 2.791 -0.019 -0.153  -0.28

The HOMO energy comes out at -8.9 eV. The value obtained for the energy above the lowest of the compared OMol25 structures with the same formula, charge and spin is 0.0 kcal per mole. The structure (SMILES) is CCCCNC(=O)OCCSCCS(=O)(=O)c1ccc(Cl)cc1.

***

Entry 3:
Density functional theory data (wB97M-V/def2-TZVPD) for a 8-piece molecular cluster, C15H36N6O21 overall in a non-equilibrium geometry.

Each line ends with the Löwdin charge.
CARTESIAN COORDINATES (ANGSTROEM)
1 N 2.293 1.475 -4.260  -0.43
2 C -1.631 -1.278 2.700  -0.06
3 H -0.324 -1.173 -2.673  0.13
4 H -4.417 0.180 -5.267  0.10
5 H 1.130 0.677 -2.680  0.08
6 N -1.649 2.683 -0.843  -0.29
7 H -2.544 -3.480 3.476  0.09
8 H 1.437 -3.932 1.047  0.10
9 O -0.224 0.637 0.014  -0.05
10 O -1.741 -5.069 2.618  0.07
11 H 2.279 -0.826 1.969  0.07
12 H -0.589 -0.952 -0.901  0.04
13 C 1.129 -2.895 0.911  0.04
14 H -5.792 0.431 -4.213  0.09
15 O 2.378 4.352 -0.042  0.09
16 O -1.448 -0.393 1.607  -0.01
17 C -4.722 0.611 -4.313  -0.04
18 H 1.943 -4.691 3.789  0.11
19 C -2.684 1.689 -0.459  0.09
20 N 3.713 0.762 1.638  -0.32
21 H 1.410 1.410 1.540  0.04
22 H -2.142 0.799 -0.139  0.08
23 H 2.471 -0.275 0.251  0.09
24 H -3.801 -4.441 2.748  0.11
25 H -0.350 0.322 -2.066  0.06
26 O 0.797 3.863 1.163  0.01
27 H 1.678 1.651 3.270  0.12
28 C -2.683 0.008 -3.255  -0.58
29 H 3.705 -1.214 1.027  0.12
30 C 0.904 1.173 -0.637  -0.22
31 O -1.995 0.339 -4.214  0.12
32 C 0.430 4.821 -1.195  0.06
33 O -1.341 3.592 -0.068  0.04
34 H 1.687 2.331 -2.438  0.10
35 H 0.380 2.038 -3.607  0.12
36 O -2.282 -0.550 -2.095  0.02
37 H 1.480 -2.229 1.699  0.10
38 H -2.692 -1.498 2.825  0.09
39 H -3.416 1.527 -1.250  0.10
40 C 2.960 -0.439 1.211  0.01
41 O 1.474 4.070 3.219  0.07
42 O -4.023 0.038 -3.217  -0.02
43 O -1.050 2.440 -1.884  0.04
44 C -0.127 -0.130 1.113  -0.43
45 C -0.865 -0.624 -1.903  -0.09
46 H 1.609 1.747 -0.034  0.10
47 H -4.510 1.680 -4.317  0.10
48 O 0.927 -0.499 1.642  -0.09
49 O 0.256 -5.666 2.933  0.03
50 H -0.327 4.818 -0.411  0.07
51 O 4.838 0.693 2.112  0.10
52 H 0.541 1.814 -1.440  0.03
53 H -0.015 4.502 -2.138  0.10
54 H -1.223 -0.751 3.562  0.11
55 H 0.016 1.646 2.744  0.12
56 H -1.079 -2.215 2.620  0.03
57 O 2.478 -2.668 -0.997  0.11
58 C 1.296 1.632 -3.178  0.03
59 O 2.240 2.305 -5.191  0.04
60 H -2.746 -3.329 1.784  0.10
61 C 1.649 -5.507 3.129  -0.02
62 C 1.028 1.905 2.433  0.02
63 H 2.016 -6.467 3.494  0.11
64 H 1.544 0.413 -1.086  0.12
65 C -2.791 -4.063 2.589  0.01
66 O -0.170 -3.491 2.291  -0.06
67 H 0.827 5.831 -1.292  0.11
68 O 3.066 0.594 -4.154  0.11
69 O 0.614 -1.542 -0.956  -0.07
70 H 2.070 -5.295 2.146  0.08
71 C -0.524 -4.657 2.535  -0.52
72 H -3.293 2.119 0.336  0.11
73 N 1.465 -2.254 -0.440  -0.29
74 O 3.083 1.834 1.537  -0.02
75 N 1.487 3.884 -0.761  -0.34
76 N 1.091 3.403 2.244  -0.31
77 O 1.344 2.739 -0.936  -0.15
78 H 0.045 -2.983 0.985  0.08

The HOMO energy comes out at -8.8 eV. The value obtained for the energy above the lowest of the compared OMol25 structures with the same formula, charge and spin is 504.0 kcal per mole.

***

Repeat the second record exactly.
Density functional theory data (wB97M-V/def2-TZVPD) for one molecule with the formula C15H22ClNO4S2.

Each line ends with the Löwdin charge.
CARTESIAN COORDINATES (ANGSTROEM)
1 H -0.303 -3.199 -0.595  0.04
2 O 0.448 -0.422 0.981  -0.31
3 H 5.603 -0.165 -2.009  0.11
4 H 5.140 0.728 2.149  0.11
5 C 5.503 0.308 0.079  -0.66
6 C -2.625 3.052 0.770  -0.23
7 H -2.027 3.089 -1.306  0.07
8 S 1.013 -0.176 -0.324  0.70
9 H -1.552 -0.518 0.846  0.10
10 H 3.133 -0.471 -2.204  0.12
11 H 0.015 2.036 1.116  0.07
12 H -0.021 -4.488 0.566  0.07
13 H -2.369 4.681 -0.611  0.08
14 H -1.853 -1.741 -1.293  0.11
15 H -1.252 -4.688 -0.682  0.07
16 O 0.720 -1.130 -1.359  -0.31
17 C -1.828 -3.374 0.935  -0.26
18 C 4.697 0.475 1.198  -0.08
19 H -3.803 -2.514 0.925  0.11
20 C -2.852 0.813 0.053  -0.58
21 C 0.473 1.471 -0.897  -0.26
22 H 2.672 0.414 1.925  0.12
23 H -3.444 -3.528 -0.476  0.11
24 H 1.119 1.745 -1.728  0.11
25 O -3.689 1.144 -0.752  0.09
26 C -3.030 -2.776 0.199  -0.19
27 H -3.708 3.123 0.614  0.13
28 H -2.350 3.543 1.706  0.13
29 O -2.266 1.690 0.930  -0.03
30 C 4.959 -0.030 -1.155  -0.08
31 H -1.352 -2.609 1.551  0.09
32 N -2.354 -0.415 0.236  0.10
33 C 3.590 -0.192 -1.267  -0.05
34 H 1.580 2.646 0.526  0.07
35 C -2.691 -1.532 -0.620  -0.17
36 H -0.544 1.327 -1.258  0.09
37 S -0.161 4.080 -0.139  0.87
38 C -1.925 3.707 -0.414  -0.44
39 C 0.545 2.439 0.253  -0.52
40 H -2.194 -4.156 1.605  0.10
41 H -3.554 -1.222 -1.214  0.12
42 C 3.329 0.310 1.076  -0.05
43 Cl 7.205 0.515 0.223  0.70
44 C -0.789 -3.972 -0.006  -0.10
45 C 2.791 -0.019 -0.153  -0.28

The HOMO energy comes out at -8.9 eV. The value obtained for the energy above the lowest of the compared OMol25 structures with the same formula, charge and spin is 0.0 kcal per mole. The structure (SMILES) is CCCCNC(=O)OCCSCCS(=O)(=O)c1ccc(Cl)cc1.

***

Which of these has the highest energy above the lowest of the compared OMol25 structures with the same formula, charge and spin? C15H36N6O21

***

Which formula does entry 2 have? C15H22ClNO4S2

***

HOMO energy of number 1 (C33H66AlF5O15PS7)? -4.2 eV